Entry 1:
# C17H19Cl35NO

A cluster of 9 separate species, C17H19Cl35NO in total (ωB97M-V/def2-TZVPD, the OMol25 dataset).

Results
2S+1   1
DFT total energy   -459744.750 eV
LUMO level   -4.1 eV
Gap between HOMO and LUMO   0.2953 Ha
Total charge   +1

Last column: Löwdin charge in e.
Positions of all 73 atoms, in Å:
C: 5.134 1.848 -0.189  -0.126
O: 5.553 1.803 -1.597  -0.242
C: 4.537 2.354 -2.506  -0.219
C: 4.052 1.236 -3.652  -0.163
C: 3.594 -0.184 -2.973  -0.200
C: 2.496 -1.046 -3.832  -0.166
C: 0.971 -0.443 -3.817  -0.231
N: 0.431 -0.095 -2.447  -0.470
Cl: -0.184 -1.560 -1.708  0.753
C: -0.751 0.895 -2.505  -0.630
Cl: -2.098 0.101 -3.499  0.612
C: -0.314 2.398 -3.005  -0.615
C: -1.650 3.328 -3.270  -0.145
Cl: 0.743 3.250 -1.688  0.549
H: 5.757 2.621 0.473  0.114
H: 5.407 0.780 0.271  0.105
H: 3.985 1.985 -0.014  0.086
H: 5.071 3.240 -3.103  0.141
H: 3.609 2.837 -1.984  0.075
H: 5.042 1.003 -4.275  0.131
H: 3.292 1.687 -4.419  0.110
H: 3.275 0.018 -1.850  0.108
H: 4.570 -0.861 -2.901  0.141
H: 2.510 -2.208 -3.562  0.122
H: 2.857 -1.003 -4.969  0.145
H: 0.929 0.422 -4.604  0.137
H: 0.267 -1.307 -4.242  0.121
H: 1.119 0.338 -1.793  0.127
H: -1.095 1.015 -1.370  0.148
H: 0.333 2.426 -3.980  0.112
H: -2.345 2.862 -4.112  0.092
H: -2.219 3.431 -2.243  0.044
H: -1.363 4.413 -3.617  0.105
C: -3.745 5.369 0.334  -1.998
Cl: -5.285 4.516 0.606  0.502
Cl: -3.766 6.134 -1.275  0.521
Cl: -3.531 6.622 1.583  0.527
Cl: -2.397 4.207 0.422  0.496
C: -0.685 -3.468 1.839  -1.978
Cl: -2.063 -3.961 2.855  0.547
Cl: -0.618 -1.689 1.752  0.491
Cl: 0.828 -4.085 2.550  0.494
Cl: -0.886 -4.135 0.199  0.470
C: -7.285 4.248 4.337  -1.991
Cl: -7.522 3.092 3.002  0.498
Cl: -5.629 4.904 4.267  0.464
Cl: -8.458 5.581 4.183  0.527
Cl: -7.530 3.418 5.894  0.508
C: -4.158 3.763 8.064  -2.008
Cl: -4.446 5.415 7.462  0.496
Cl: -4.179 2.621 6.696  0.483
Cl: -2.571 3.693 8.871  0.516
Cl: -5.435 3.322 9.225  0.514
C: 1.842 -6.714 -2.063  -2.004
Cl: 2.047 -7.303 -3.732  0.524
Cl: 1.162 -5.068 -2.093  0.445
Cl: 0.736 -7.798 -1.182  0.527
Cl: 3.424 -6.688 -1.244  0.523
C: -3.258 -1.620 -7.199  -2.006
Cl: -4.173 -0.674 -8.400  0.533
Cl: -1.826 -0.695 -6.680  0.465
Cl: -4.294 -1.950 -5.788  0.510
Cl: -2.738 -3.160 -7.928  0.529
C: 3.642 -2.772 5.115  -1.990
Cl: 4.570 -1.864 3.895  0.508
Cl: 4.579 -2.861 6.629  0.534
Cl: 2.095 -1.944 5.422  0.504
Cl: 3.325 -4.419 4.515  0.445
C: 0.942 -6.324 7.370  -1.995
Cl: -0.598 -7.177 7.642  0.518
Cl: 0.921 -5.559 5.760  0.444
Cl: 1.156 -5.071 8.619  0.517
Cl: 2.290 -7.486 7.458  0.521

Forces on atoms 1 to 2 (eV/Å):
C 0.7 -1.3 1.6
O -2.7 0.9 0.6


Entry 2:
# C28H77AgN8O10

A structure of composition C28H77AgN8O10 (ωB97M-V/def2-TZVPD, the OMol25 dataset).

Results
2S+1   2
DFT total energy   -66664.075 eV
Energy relative to the best compared isomer or geometry (same formula, charge and spin)   35.4 kcal/mol
LUMO level (alpha / beta)   -3.4 / -7.7 eV
Gap between HOMO and LUMO (alpha / beta)   0.2669 / 0.1084 Ha
Total charge   +1

Last column: Mulliken spin population.
Positions of all 124 atoms, in Å:
Ag: 25.970 21.022 2.111  0.000
N: 26.023 22.282 5.449  -0.001
O: 24.977 21.984 6.036  0.002
O: 26.776 23.139 5.902  0.003
O: 26.310 21.723 4.374  0.000
C: 21.709 22.379 0.944  0.000
C: 23.201 22.374 1.202  0.000
C: 23.651 23.578 2.035  0.000
O: 25.042 23.443 2.209  0.000
C: 25.684 24.561 2.829  0.001
N: 23.609 21.153 1.930  0.000
H: 21.441 23.308 0.440  0.000
H: 21.192 22.324 1.904  0.000
H: 21.436 21.518 0.335  0.000
H: 23.778 22.378 0.273  0.000
H: 23.135 23.669 2.995  0.000
H: 23.422 24.439 1.394  0.000
H: 26.624 24.222 3.251  -0.002
H: 25.036 24.896 3.648  0.000
H: 25.760 25.396 2.132  0.000
H: 22.944 21.039 2.722  0.000
H: 23.342 20.355 1.349  0.000
C: 20.253 22.464 5.240  0.000
C: 20.777 21.053 5.109  0.000
C: 19.801 20.156 4.365  0.000
O: 18.554 20.176 4.992  0.000
C: 17.572 19.446 4.300  0.000
N: 22.121 21.060 4.473  0.000
H: 20.874 23.043 5.929  0.000
H: 19.213 22.558 5.542  0.000
H: 20.289 22.979 4.272  0.000
H: 20.790 20.662 6.135  0.000
H: 20.210 19.156 4.156  0.000
H: 19.657 20.530 3.336  0.000
H: 17.861 18.393 4.202  0.000
H: 17.453 19.825 3.278  0.000
H: 16.623 19.477 4.826  0.000
H: 22.652 21.549 5.190  0.000
H: 22.453 20.097 4.580  0.000
C: 23.641 17.576 8.790  0.000
C: 23.701 19.044 8.416  0.000
C: 23.794 20.019 9.574  0.000
O: 22.512 20.176 10.132  0.000
C: 22.444 21.154 11.149  0.000
N: 24.824 19.299 7.490  0.000
H: 24.060 17.456 9.794  0.000
H: 24.180 16.884 8.149  0.000
H: 22.596 17.279 8.880  0.000
H: 22.785 19.300 7.866  0.000
H: 24.152 20.997 9.216  0.000
H: 24.493 19.701 10.358  0.000
H: 21.387 21.255 11.389  0.000
H: 22.781 22.135 10.794  0.000
H: 23.009 20.822 12.025  0.000
H: 24.695 20.252 7.151  0.000
H: 24.807 18.711 6.664  0.000
C: 27.028 28.349 9.014  0.001
C: 25.811 27.607 9.534  0.001
C: 25.682 26.211 8.907  0.013
O: 24.433 25.632 9.176  0.007
C: 24.338 24.371 8.562  0.000
N: 25.979 27.545 10.983  0.010
H: 27.994 27.884 9.221  0.000
H: 27.027 29.393 9.308  0.000
H: 27.019 28.299 7.913  0.001
H: 24.864 28.104 9.315  -0.001
H: 26.546 25.603 9.219  -0.004
H: 25.832 26.272 7.815  -0.003
H: 24.993 23.630 9.031  0.001
H: 24.537 24.496 7.492  -0.001
H: 23.328 23.966 8.652  0.000
H: 26.748 26.957 11.281  0.000
H: 25.153 27.166 11.440  0.000
C: 29.556 21.652 4.859  -0.001
C: 30.409 22.423 5.884  -0.007
C: 30.701 21.440 6.998  0.002
O: 31.439 22.099 8.013  0.000
C: 31.621 21.356 9.189  0.000
N: 31.629 22.836 5.157  0.000
H: 29.966 20.720 4.467  0.000
H: 29.272 22.283 4.017  0.000
H: 28.672 21.348 5.432  0.001
H: 29.883 23.332 6.172  0.009
H: 31.307 20.575 6.705  0.000
H: 29.741 21.110 7.422  0.000
H: 32.407 21.799 9.794  0.000
H: 31.935 20.322 8.999  0.000
H: 30.686 21.319 9.756  0.000
H: 32.289 23.131 5.876  0.000
H: 32.032 22.038 4.679  0.000
C: 29.582 27.725 5.278  0.010
C: 28.718 26.502 4.952  0.013
C: 29.475 25.509 4.060  0.125
O: 29.890 26.065 2.825  0.139
C: 28.810 26.360 1.957  -0.004
N: 28.343 25.871 6.217  0.689
H: 30.353 27.445 5.999  0.000
H: 28.970 28.499 5.741  0.002
H: 30.051 28.146 4.391  -0.001
H: 27.789 26.890 4.527  0.016
H: 28.821 24.651 3.853  -0.001
H: 30.391 25.202 4.562  -0.006
H: 28.209 25.446 1.854  0.002
H: 29.241 26.618 0.992  0.003
H: 28.211 27.196 2.330  0.009
H: 29.161 25.598 6.756  -0.012
H: 27.791 25.033 6.048  -0.018
C: 26.702 23.843 12.395  0.000
C: 26.147 22.448 12.092  0.000
C: 26.954 21.717 11.027  0.000
O: 27.172 22.607 9.925  0.000
C: 27.695 21.942 8.801  0.001
N: 26.226 21.697 13.355  0.000
H: 27.770 23.739 12.613  0.000
H: 26.258 24.341 13.253  0.000
H: 26.579 24.466 11.506  0.000
H: 25.083 22.565 11.878  0.000
H: 26.457 20.808 10.673  0.000
H: 27.939 21.416 11.395  0.000
H: 28.104 22.678 8.111  -0.001
H: 26.880 21.407 8.297  0.000
H: 28.479 21.212 9.026  0.000
H: 26.334 20.691 13.246  0.000
H: 27.064 21.957 13.866  0.000

Forces on atoms 1 to 2 (eV/Å):
Ag -0.8 0.4 0.6
N -1.2 -0.4 -0.2


Entry 3:
# C4H6N2O2

A structure of composition C4H6N2O2 (ωB97M-V/def2-TZVPD, the OMol25 dataset).

Results
2S+1   1
DFT total energy   -11311.613 eV
Energy relative to the best compared isomer or geometry (same formula, charge and spin)   217.4 kcal/mol
LUMO level   -1.3 eV
Gap between HOMO and LUMO   0.2690 Ha

Last column: natural (NBO) charge in e.
Positions of all 14 atoms, in Å:
C: -2.679 -0.999 -0.302  -0.493
C: -1.651 -0.376 0.623  -0.099
C: 0.332 1.069 0.027  0.734
C: 1.122 -1.154 0.244  0.411
H: -3.352 -1.851 0.106  0.210
H: -2.962 -0.766 -1.554  0.235
H: -1.318 -0.801 1.748  0.283
H: -1.349 1.017 -1.221  0.465
H: 2.207 0.853 0.402  0.449
H: -0.164 -1.541 0.347  0.281
N: -0.975 0.559 -0.120  -0.674
N: 1.291 0.438 0.401  -0.608
O: 0.393 2.297 -0.214  -0.651
O: 2.356 -1.687 -0.454  -0.541

Forces on atoms 1 to 2 (eV/Å):
C 0.6 -0.6 2.0
C -3.8 -3.6 -4.0


Entry 4:
# C18H17F4

A cluster of 2 separate species, C18H17F4 in total (ωB97M-V/def2-TZVPD, the OMol25 dataset).

Results
2S+1   1
DFT total energy   -29802.451 eV
Energy relative to the best compared isomer or geometry (same formula, charge and spin)   22.2 kcal/mol
LUMO level   -6.1 eV
Gap between HOMO and LUMO   0.2478 Ha
Total charge   +1

Last column: natural (NBO) charge in e.
Positions of all 39 atoms, in Å:
C: -2.046 0.088 2.389  -0.646
C: -0.743 0.625 2.916  -0.295
C: 0.418 -0.032 2.604  0.319
C: 1.702 0.730 2.532  -0.693
C: 0.388 -1.513 2.330  -0.701
H: -2.830 0.858 2.356  0.243
H: -1.960 -0.339 1.362  0.240
H: -2.400 -0.729 3.040  0.214
H: -0.691 1.695 3.143  0.239
H: 2.554 0.053 2.413  0.239
H: 1.709 1.446 1.688  0.272
H: 1.855 1.325 3.447  0.255
H: 1.406 -1.910 2.250  0.246
H: -0.119 -2.041 3.156  0.247
H: -0.155 -1.768 1.404  0.269
F: 2.272 4.146 5.643  -0.307
C: 1.792 2.872 5.856  0.426
C: 2.661 1.910 6.363  -0.298
C: 2.141 0.626 6.534  0.420
F: 2.981 -0.354 7.016  -0.306
C: 0.849 0.289 6.191  -0.248
C: -0.012 1.272 5.614  -0.106
C: -1.249 0.811 5.020  0.097
C: -2.510 1.519 5.110  -0.120
C: -3.699 0.731 5.198  -0.222
C: -4.915 1.293 4.887  0.414
F: -6.041 0.497 4.880  -0.304
C: -5.060 2.634 4.521  -0.267
C: -3.911 3.421 4.589  0.413
F: -4.008 4.751 4.237  -0.305
C: -2.661 2.919 4.937  -0.227
C: 0.476 2.594 5.485  -0.256
H: 3.677 2.165 6.652  0.275
H: 0.480 -0.731 6.309  0.243
H: -1.350 -0.278 5.018  0.236
H: -3.617 -0.329 5.446  0.248
H: -6.024 3.062 4.268  0.276
H: -1.817 3.598 4.995  0.236
H: -0.117 3.377 5.021  0.233

Forces on atoms 1 to 2 (eV/Å):
C -0.6 -0.6 -0.2
C -1.0 1.2 0.1


Entry 5:
# ArH26O13

A structure of composition ArH26O13 (ωB97M-V/def2-TZVPD, the OMol25 dataset).

Results
2S+1   1
DFT total energy   -41394.513 eV
Energy relative to the best compared isomer or geometry (same formula, charge and spin)   23.3 kcal/mol
LUMO level   -0.7 eV
Gap between HOMO and LUMO   0.3204 Ha

Last column: natural (NBO) charge in e.
Positions of all 40 atoms, in Å:
Ar: 0.068 0.046 -0.328  0.002
O: 4.298 -1.091 -0.804  -0.961
H: 3.534 -1.484 -1.226  0.488
H: 4.216 -1.337 0.118  0.476
O: -0.416 2.514 3.050  -0.950
H: -1.011 1.823 2.760  0.479
H: -0.972 3.289 3.138  0.464
O: 1.827 -2.399 -2.451  -0.971
H: 1.553 -1.935 -3.242  0.455
H: 1.074 -2.942 -2.218  0.487
O: -2.592 2.541 -2.636  -0.948
H: -2.634 2.087 -1.794  0.478
H: -2.450 3.459 -2.407  0.466
O: -0.468 -3.780 -2.028  -0.934
H: -0.782 -3.076 -1.461  0.493
H: -0.769 -3.536 -2.903  0.472
O: 2.826 1.745 -0.742  -0.979
H: 2.996 0.809 -0.633  0.485
H: 2.467 1.822 -1.626  0.493
O: 0.067 -0.816 3.479  -0.933
H: -0.681 -0.448 3.010  0.480
H: -0.247 -1.658 3.810  0.462
O: 2.248 2.464 1.926  -0.981
H: 1.300 2.572 2.004  0.474
H: 2.386 2.210 1.013  0.485
O: 1.502 -2.742 1.789  -0.955
H: 1.073 -2.068 2.317  0.483
H: 0.783 -3.272 1.446  0.458
O: 1.611 1.997 -3.397  -0.943
H: 2.054 2.499 -4.080  0.480
H: 1.267 1.227 -3.849  0.474
O: -1.928 -2.175 0.521  -0.959
H: -2.194 -2.646 1.311  0.473
H: -1.934 -1.253 0.778  0.482
O: -2.293 0.565 2.107  -0.991
H: -3.052 0.674 2.680  0.486
H: -2.581 0.903 1.259  0.508
O: -3.667 1.210 -0.258  -0.961
H: -4.107 0.362 -0.316  0.493
H: -4.375 1.838 -0.118  0.492

Forces on atoms 1 to 2 (eV/Å):
Ar 0.0 0.1 0.0
O 0.1 0.4 0.0


Entry 6:
# CaH12NO9

A structure of composition CaH12NO9 (ωB97M-V/def2-TZVPD, the OMol25 dataset).

Results
2S+1   1
DFT total energy   -38541.855 eV
Energy relative to the best compared isomer or geometry (same formula, charge and spin)   107.4 kcal/mol
LUMO level   -6.4 eV
Gap between HOMO and LUMO   0.2307 Ha
Total charge   +1

Last column: natural (NBO) charge in e.
Positions of all 23 atoms, in Å:
Ca: 3.775 0.392 1.005  1.915
N: 0.594 -0.292 0.176  0.744
O: 0.258 0.149 1.288  -0.510
O: -0.175 -0.693 -0.680  -0.394
O: 1.865 -0.259 -0.086  -0.763
O: 0.673 -0.288 -3.447  -0.958
H: 0.135 -0.418 -2.653  0.485
H: 0.278 -0.849 -4.123  0.478
O: -3.164 -0.470 -1.149  -0.932
H: -2.266 -0.620 -0.838  0.466
H: -3.274 -1.059 -1.903  0.463
O: 2.366 2.030 1.794  -1.064
H: 1.456 2.232 1.506  0.554
H: 2.543 2.652 2.515  0.522
O: -3.132 0.112 1.800  -0.928
H: -3.546 -0.346 2.538  0.470
H: -2.313 -0.368 1.645  0.458
O: -0.548 2.344 2.869  -0.927
H: -0.524 1.752 2.102  0.481
H: 0.130 2.006 3.461  0.452
O: 1.900 -2.786 -2.351  -0.968
H: 1.705 -1.885 -2.649  0.485
H: 1.262 -3.336 -2.816  0.471

Forces on atoms 1 to 2 (eV/Å):
Ca -2.1 -0.3 -0.8
N -0.3 0.6 0.1


Entry 7:
# C2H17NO5

A cluster of 6 separate species, C2H17NO5 in total (ωB97M-V/def2-TZVPD, the OMol25 dataset).

Results
2S+1   1
DFT total energy   -14077.653 eV
Energy relative to the best compared isomer or geometry (same formula, charge and spin)   23.5 kcal/mol
LUMO level   0.6 eV
Gap between HOMO and LUMO   0.3635 Ha

Last column: natural (NBO) charge in e.
Positions of all 25 atoms, in Å:
C: -0.483 -0.577 2.853  -0.653
C: -1.357 -1.163 1.737  -0.229
N: -1.094 -0.627 0.388  -0.868
H: 0.493 -1.052 2.925  0.215
H: -0.125 0.463 2.631  0.207
H: -0.971 -0.335 3.863  0.218
H: -1.122 -2.214 1.768  0.189
H: -2.435 -0.943 1.833  0.191
H: -0.150 -0.887 0.132  0.340
H: -1.034 0.370 0.347  0.390
H: 1.762 -0.491 -1.385  0.513
H: 2.947 -1.416 -1.816  0.495
O: 2.604 -0.882 -1.095  -1.000
H: 2.186 -0.148 0.435  0.508
H: 2.940 1.103 0.962  0.484
O: 2.186 0.533 1.149  -0.966
H: 0.061 2.698 0.433  0.480
H: 0.827 1.341 0.533  0.504
O: 0.140 1.820 0.021  -1.006
H: 0.101 1.301 -1.797  0.504
H: -0.707 0.195 -2.505  0.502
O: 0.199 0.418 -2.189  -1.015
H: -2.248 -0.387 -1.419  0.504
H: -3.142 -0.585 -2.676  0.472
O: -2.673 0.088 -2.174  -0.980

Forces on atoms 1 to 2 (eV/Å):
C 0.0 2.7 1.0
C -0.4 1.3 -0.1


Entry 8:
# C3H11N2

A cluster of 2 separate species, C3H11N2 in total (ωB97M-V/def2-TZVPD, the OMol25 dataset).

Results
2S+1   1
DFT total energy   -6259.075 eV
Energy relative to the best compared isomer or geometry (same formula, charge and spin)   103.9 kcal/mol
LUMO level (alpha / beta)   -4.4 / -3.8 eV
Gap between HOMO and LUMO (alpha / beta)   0.3100 / 0.3255 Ha
Total charge   +1

Last column: natural (NBO) charge in e.
Positions of all 16 atoms, in Å:
C: 0.929 -1.267 0.200  -0.685
C: -0.827 0.555 -1.958  -0.511
C: 0.316 0.096 0.341  0.331
N: 1.215 0.991 0.922  -0.841
N: -0.864 0.037 1.228  -0.739
H: 0.123 -2.031 0.042  0.227
H: 1.645 -1.336 -0.557  0.258
H: 1.353 -1.566 1.112  0.222
H: -0.983 1.564 -1.518  0.178
H: -1.439 -0.232 -1.623  0.160
H: -0.424 0.637 -3.029  0.231
H: 1.032 2.012 0.848  0.407
H: 2.232 0.729 0.710  0.418
H: -0.860 -0.717 1.992  0.449
H: -1.780 -0.158 0.608  0.453
H: -1.131 0.899 1.656  0.442

Forces on atoms 1 to 2 (eV/Å):
C -3.1 -0.6 -0.1
C 1.4 2.5 -0.3


What is the 2S+1 in the third record? 1


Which of these has the lowest DFT total energy? C17H19Cl35NO


Which formula does entry 4 have? C18H17F4


Which formula does entry 5 have? ArH26O13